[1]
Density functional theory data (ωB97M-V/def2-TZVPD) for C50H48GeNNiO2 as an isolated structure in a non-equilibrium geometry.

Output
2S+1: 3
Net charge: -1
Frontier orbital gap (alpha / beta) in eV: 6.43 / 7.27
F_max in eV/A: 2.38
LUMO energy (alpha / beta) in Eh: 0.0973 / 0.0968

Last column: natural (NBO) charge in e.
Atoms and positions in Å:
1 Ni -0.035 -0.039 -0.041  1.40
2 O -1.016 1.548 0.451  -0.94
3 C -1.930 1.712 1.453  0.30
4 C -1.707 0.682 2.612  -0.48
5 C -1.972 -0.709 2.133  0.27
6 C -3.095 -1.414 2.540  -0.26
7 C -3.312 -2.691 2.049  -0.15
8 C -2.395 -3.231 1.164  -0.26
9 C -1.297 -2.473 0.790  0.27
10 C -0.301 -2.945 -0.213  -0.49
11 C -0.637 -2.314 -1.622  0.30
12 O -0.864 -0.968 -1.529  -0.93
13 C 0.539 -2.561 -2.582  -0.02
14 C 0.471 -1.918 -3.819  -0.20
15 C 1.506 -2.017 -4.731  -0.21
16 C 2.641 -2.760 -4.423  -0.26
17 C 2.719 -3.399 -3.198  -0.16
18 C 1.674 -3.302 -2.284  -0.26
19 C -1.888 -3.051 -2.143  -0.06
20 C -1.822 -4.313 -2.728  -0.22
21 C -2.976 -4.958 -3.151  -0.22
22 C -4.214 -4.350 -2.995  -0.24
23 C -4.288 -3.092 -2.412  -0.23
24 C -3.132 -2.449 -1.993  -0.15
25 N -1.096 -1.229 1.260  -0.55
26 C -1.765 3.153 1.968  -0.03
27 C -1.285 3.489 3.225  -0.24
28 C -1.061 4.818 3.569  -0.20
29 C -1.315 5.828 2.657  -0.24
30 C -1.795 5.501 1.393  -0.23
31 C -2.016 4.179 1.055  -0.13
32 C -3.374 1.515 0.962  -0.06
33 C -4.465 1.837 1.766  -0.17
34 C -5.758 1.600 1.324  -0.24
35 C -5.972 1.042 0.070  -0.24
36 C -4.888 0.731 -0.738  -0.20
37 C -3.594 0.968 -0.294  -0.23
38 H -0.661 0.773 2.913  0.24
39 H -2.356 0.914 3.458  0.21
40 H -3.787 -0.964 3.240  0.22
41 H -4.185 -3.255 2.351  0.21
42 H -2.524 -4.225 0.757  0.22
43 H 0.692 -2.586 0.076  0.23
44 H -0.292 -4.033 -0.282  0.22
45 H -0.400 -1.311 -4.031  0.23
46 H 1.439 -1.504 -5.683  0.20
47 H 3.460 -2.832 -5.129  0.20
48 H 3.604 -3.968 -2.937  0.20
49 H 1.778 -3.798 -1.326  0.21
50 H -0.858 -4.793 -2.862  0.21
51 H -2.910 -5.937 -3.612  0.20
52 H -5.113 -4.853 -3.330  0.20
53 H -5.250 -2.610 -2.284  0.20
54 H -3.168 -1.464 -1.548  0.23
55 H -1.070 2.715 3.953  0.21
56 H -0.675 5.059 4.553  0.20
57 H -1.133 6.862 2.925  0.20
58 H -1.985 6.284 0.668  0.20
59 H -2.364 3.916 0.064  0.22
60 H -4.301 2.288 2.740  0.20
61 H -6.600 1.851 1.958  0.20
62 H -6.983 0.857 -0.275  0.20
63 H -5.051 0.299 -1.719  0.21
64 H -2.726 0.733 -0.903  0.27
65 Ge 2.204 0.245 0.985  1.17
66 C 3.335 -1.389 0.877  -0.30
67 C 4.216 -1.579 -0.185  -0.23
68 C 4.957 -2.746 -0.305  -0.22
69 C 4.817 -3.757 0.636  -0.23
70 C 3.942 -3.587 1.701  -0.22
71 C 3.213 -2.411 1.817  -0.25
72 C 3.154 1.684 1.976  -0.30
73 C 2.584 2.209 3.132  -0.24
74 C 3.185 3.251 3.825  -0.21
75 C 4.387 3.778 3.375  -0.23
76 C 4.981 3.254 2.235  -0.21
77 C 4.364 2.222 1.544  -0.25
78 H 1.301 -0.183 2.175  -0.17
79 H 4.307 -0.805 -0.941  0.22
80 H 5.638 -2.876 -1.138  0.20
81 H 5.379 -4.679 0.539  0.20
82 H 3.825 -4.374 2.438  0.20
83 H 2.525 -2.284 2.648  0.21
84 H 1.647 1.796 3.495  0.21
85 H 2.716 3.656 4.715  0.20
86 H 4.860 4.593 3.910  0.20
87 H 5.923 3.657 1.881  0.20
88 H 4.827 1.822 0.647  0.21
89 C 3.135 2.050 -2.261  -0.60
90 C 1.753 1.924 -1.601  -0.06
91 C 1.530 3.149 -0.712  -0.62
92 C 0.681 1.902 -2.707  -0.60
93 C 1.656 0.598 -0.838  -1.09
94 H 3.176 2.944 -2.894  0.19
95 H 3.349 1.177 -2.884  0.20
96 H 3.911 2.134 -1.495  0.19
97 H 1.518 4.064 -1.315  0.19
98 H 2.329 3.246 0.025  0.20
99 H 0.579 3.062 -0.190  0.25
100 H 0.668 2.841 -3.274  0.18
101 H -0.293 1.739 -2.249  0.23
102 H 0.866 1.074 -3.396  0.20
103 H 1.985 -0.237 -1.464  0.23

Atoms 1-2, force components in eV/Å:
Ni -1.11 0.04 -0.62
O -0.01 0.12 0.02

[2]
Density functional theory data (ωB97M-V/def2-TZVPD) for C50H54N3O2P2PbS3Si2 as an isolated structure.

Output
Net charge: -1
Frontier orbital gap in eV: 5.58
F_max in eV/A: 0.31
LUMO energy in Eh: 0.0690

Last column: Mulliken charge in e.
Atoms and positions in Å:
1 Pb -0.579 -0.057 -0.083  0.08
2 S -5.380 1.864 2.096  -0.34
3 C -3.799 1.439 1.834  0.17
4 S -2.438 1.689 2.765  -0.31
5 S -3.489 0.485 0.277  0.06
6 O 2.776 -0.279 1.962  -0.53
7 P 3.719 0.792 1.563  1.07
8 C 4.556 0.453 -0.023  -1.97
9 P 3.472 -0.372 -1.226  -0.09
10 O 2.109 0.211 -1.308  0.53
11 C 3.584 -2.140 -0.895  0.67
12 C 4.100 -2.687 0.275  -0.18
13 C 4.190 -4.064 0.417  -0.77
14 C 3.777 -4.897 -0.611  -0.67
15 C 3.254 -4.358 -1.778  -0.67
16 C 3.151 -2.984 -1.916  -0.24
17 C 4.329 -0.171 -2.807  0.38
18 C 5.661 -0.529 -2.999  -0.57
19 C 6.252 -0.363 -4.240  -0.65
20 C 5.510 0.154 -5.297  -0.49
21 C 4.182 0.505 -5.111  -0.62
22 C 3.588 0.346 -3.865  -0.34
23 C 3.081 2.470 1.417  0.80
24 C 2.966 3.136 0.199  -0.21
25 C 2.515 4.447 0.163  -0.59
26 C 2.153 5.089 1.337  -0.50
27 C 2.227 4.418 2.551  -0.73
28 C 2.694 3.116 2.591  -0.55
29 C 5.092 0.926 2.740  0.18
30 C 5.285 -0.141 3.613  -0.35
31 C 6.344 -0.122 4.510  -0.65
32 C 7.207 0.963 4.541  -0.44
33 C 7.012 2.034 3.679  -0.67
34 C 5.956 2.017 2.781  -0.50
35 H 5.433 -0.166 0.177  0.90
36 H 4.908 1.381 -0.477  0.84
37 H 4.395 -2.050 1.098  0.17
38 H 4.574 -4.484 1.338  0.44
39 H 3.849 -5.972 -0.497  0.38
40 H 2.914 -5.003 -2.576  0.47
41 H 2.732 -2.564 -2.823  0.38
42 H 6.236 -0.952 -2.182  0.31
43 H 7.288 -0.641 -4.389  0.40
44 H 5.971 0.278 -6.268  0.37
45 H 3.602 0.902 -5.935  0.46
46 H 2.552 0.618 -3.698  0.29
47 H 3.187 2.630 -0.732  0.09
48 H 2.411 4.951 -0.789  0.39
49 H 1.784 6.106 1.304  0.40
50 H 1.913 4.907 3.463  0.42
51 H 2.755 2.593 3.539  0.43
52 H 4.583 -0.966 3.593  0.37
53 H 6.488 -0.951 5.191  0.41
54 H 8.029 0.981 5.246  0.38
55 H 7.679 2.886 3.712  0.40
56 H 5.796 2.860 2.118  0.37
57 C -2.852 3.501 -2.304  -1.08
58 Si -1.151 2.779 -1.951  0.25
59 C -0.688 3.358 -0.232  -0.13
60 C 0.095 3.531 -3.160  -0.98
61 N -1.114 1.064 -1.952  0.89
62 C -1.648 0.256 -2.941  0.32
63 C -2.086 0.739 -4.179  -0.58
64 C -2.673 -0.079 -5.138  -1.11
65 C -2.842 -1.424 -4.872  -0.99
66 C -2.389 -1.938 -3.660  -0.80
67 C -1.765 -1.147 -2.695  0.73
68 N -1.236 -1.664 -1.511  0.96
69 Si -0.947 -3.337 -1.263  0.10
70 C -2.466 -4.354 -0.793  -1.05
71 C 0.275 -3.564 0.145  -0.07
72 C -0.223 -4.176 -2.800  -1.17
73 H -2.840 4.588 -2.180  0.36
74 H -3.571 3.092 -1.589  0.24
75 H -3.219 3.277 -3.305  0.32
76 H -0.498 4.434 -0.237  0.42
77 H 0.210 2.870 0.154  -0.52
78 H -1.494 3.168 0.484  0.10
79 H 0.202 4.607 -2.995  0.32
80 H -0.188 3.379 -4.204  0.33
81 H 1.071 3.059 -3.010  0.08
82 H -1.967 1.793 -4.396  0.23
83 H -3.006 0.347 -6.077  0.36
84 H -3.320 -2.079 -5.591  0.39
85 H -2.533 -2.993 -3.459  0.18
86 H -2.889 -4.011 0.155  0.13
87 H -2.179 -5.402 -0.662  0.46
88 H -3.254 -4.314 -1.549  0.30
89 H -0.232 -3.523 1.103  -0.20
90 H 1.067 -2.811 0.160  -0.31
91 H 0.757 -4.542 0.068  0.46
92 H -0.995 -4.519 -3.491  0.50
93 H 0.370 -5.047 -2.509  0.31
94 H 0.418 -3.485 -3.355  0.32
95 C 0.169 -3.231 5.159  -0.50
96 C -0.894 -3.994 4.697  -0.82
97 C -1.708 -3.519 3.679  0.28
98 C -1.466 -2.267 3.114  -0.97
99 C -0.386 -1.510 3.565  0.03
100 C 0.417 -1.989 4.585  -0.74
101 N -2.186 -1.801 2.002  1.32
102 C -3.450 -1.652 2.021  -1.09
103 C -4.316 -1.850 3.180  -0.78
104 C -5.648 -1.804 3.054  -0.61
105 C -6.307 -1.543 1.783  -0.65
106 C -5.589 -1.229 0.706  -0.61
107 C -4.100 -1.181 0.735  2.10
108 H 0.806 -3.605 5.950  0.39
109 H -1.088 -4.971 5.123  0.36
110 H -2.522 -4.124 3.297  0.43
111 H -0.190 -0.552 3.100  0.23
112 H 1.255 -1.391 4.922  0.41
113 H -3.850 -2.018 4.141  0.50
114 H -6.267 -1.943 3.933  0.37
115 H -7.389 -1.535 1.745  0.35
116 H -6.060 -0.955 -0.229  0.41
117 H -3.695 -1.776 -0.092  -0.82

Atoms 1-2, force components in eV/Å:
Pb 0.13 -0.09 0.00
S 0.04 0.13 -0.02